# 1
{"formula": "C51H49AsN3O4PTl", "method": "wB97M-V/def2-TZVPD", "multiplicity": 1, "total_charge": 1, "elements": ["Tl", "O", "C", "O", "C", "P", "C", "C", "C", "C", "C", "C", "C", "C", "C", "C", "C", "C", "H", "H", "H", "H", "H", "H", "H", "H", "H", "H", "H", "H", "O", "C", "O", "C", "C", "C", "C", "C", "C", "N", "C", "C", "C", "C", "C", "C", "N", "H", "H", "H", "H", "H", "H", "H", "H", "H", "H", "C", "C", "C", "C", "C", "C", "As", "N", "C", "C", "C", "C", "C", "C", "C", "C", "C", "C", "C", "C", "C", "C", "C", "C", "C", "C", "H", "H", "H", "H", "H", "H", "H", "H", "H", "H", "H", "H", "H", "H", "H", "H", "H", "H", "H", "H", "H", "H", "H", "H", "H", "H", "H"], "xyz": [[2.7815, 0.1968, 1.1561], [2.2706, 4.1275, 0.7742], [1.1686, 3.6814, 0.7083], [0.9548, 2.2951, 0.6766], [-0.2089, 4.2116, 0.5862], [-0.6900, 2.2813, 0.3002], [-0.8532, 2.5303, -1.5482], [-0.0004, 3.4337, -2.1845], [0.0066, 3.5414, -3.5660], [-0.8398, 2.7569, -4.3353], [-1.6881, 1.8577, -3.7110], [-1.6853, 1.7402, -2.3299], [-1.5219, 2.3600, 1.9598], [-0.8647, 1.7086, 3.0011], [-1.3182, 1.8466, 4.3029], [-2.4276, 2.6339, 4.5730], [-3.0445, 3.3318, 3.5442], [-2.5743, 3.2195, 2.2460], [-0.2986, 5.0431, -0.1075], [-0.5277, 4.5668, 1.5652], [0.7087, 4.0279, -1.6288], [0.6861, 4.2390, -4.0380], [-0.8198, 2.8353, -5.4143], [-2.3527, 1.2347, -4.2959], [-2.3129, 0.9870, -1.8837], [0.0046, 1.0997, 2.7869], [-0.8017, 1.3451, 5.1113], [-2.7981, 2.7215, 5.5856], [-3.8804, 3.9847, 3.7586], [-3.0219, 3.8153, 1.4598], [8.7549, 5.7040, -0.2956], [7.4324, 5.5351, -0.1274], [6.7123, 6.4829, -0.0086], [6.9084, 4.1260, -0.1174], [5.5354, 3.9667, -0.2881], [4.9814, 2.7044, -0.3049], [5.7868, 1.5740, -0.1600], [7.1563, 1.7328, 0.0472], [7.7074, 3.0016, 0.0698], [5.1374, 0.3283, -0.1637], [5.7044, -0.7458, -0.5300], [5.0187, -2.0439, -0.4672], [5.7243, -3.2004, -0.7800], [5.0743, -4.4238, -0.7162], [3.7345, -4.4429, -0.3733], [3.1071, -3.2393, -0.0755], [3.7310, -2.0697, -0.0992], [9.2276, 4.8776, -0.4303], [4.9145, 4.8460, -0.3868], [3.9169, 2.5769, -0.4530], [7.7847, 0.8684, 0.2203], [8.7683, 3.0903, 0.2723], [6.7198, -0.7627, -0.9344], [6.7668, -3.1340, -1.0621], [5.6071, -5.3384, -0.9382], [3.1776, -5.3686, -0.3387], [2.0557, -3.2191, 0.1858], [-2.2358, -5.7033, 4.0808], [-2.2313, -4.3758, 3.3772], [-1.0552, -3.6861, 3.1285], [-1.0462, -2.4692, 2.4549], [0.2690, -1.7437, 2.3688], [-2.2385, -1.9257, 1.9614], [-2.5107, -0.2022, 1.0022], [-0.8450, 0.4860, 0.2118], [-0.0941, -0.2630, -0.7204], [1.0810, 0.2038, -1.3479], [1.7034, -0.5316, -2.3510], [1.2169, -1.7634, -2.7435], [0.1276, -2.2869, -2.0619], [-0.4913, -1.5636, -1.0595], [-3.5531, -0.7554, -0.6230], [-3.6386, -2.0030, -1.2637], [-2.9790, -3.2941, -0.8332], [-4.4268, -2.1356, -2.4084], [-5.1673, -1.0990, -2.9402], [-5.9613, -1.2766, -4.2024], [-5.1475, 0.1099, -2.2567], [-4.3753, 0.2893, -1.1207], [-4.4714, 1.6335, -0.4465], [-3.4457, -2.5615, 2.3106], [-4.8126, -2.0067, 1.9768], [-3.4188, -3.7734, 2.9870], [-1.2293, -6.1108, 4.1605], [-2.8603, -6.4202, 3.5476], [-2.6418, -5.5977, 5.0883], [-0.1122, -4.0940, 3.4771], [0.3439, -1.0526, 3.2135], [0.3411, -1.1836, 1.4441], [1.1046, -2.4422, 2.4349], [1.4615, 1.1934, -1.1638], [2.5690, -0.1050, -2.8433], [1.6744, -2.3030, -3.5621], [-0.2521, -3.2680, -2.3215], [-1.3154, -2.0002, -0.5234], [-2.4047, -3.2225, 0.0808], [-2.3304, -3.6600, -1.6314], [-3.7510, -4.0480, -0.6685], [-4.4604, -3.1102, -2.8852], [-6.2295, -2.3212, -4.3519], [-5.3688, -0.9558, -5.0622], [-6.8707, -0.6774, -4.1841], [-5.7486, 0.9358, -2.6205], [-5.1550, 2.2841, -0.9902], [-3.5026, 2.1299, -0.4119], [-4.8323, 1.5334, 0.5780], [-4.7823, -0.9657, 1.6630], [-5.4525, -2.0736, 2.8564], [-5.2820, -2.5892, 1.1818], [-4.3621, -4.2593, 3.2149]]}

# 2
{"formula": "C4H12O4", "method": "wB97M-V/def2-TZVPD", "relative_energy_ev": 0.389, "multiplicity": 2, "total_charge": 1, "s_squared": 0.757, "elements": ["O", "C", "O", "C", "C", "C", "H", "H", "H", "H", "H", "H", "H", "H", "H", "H", "O", "H", "H", "O"], "xyz": [[1.5349, 0.8377, -2.9620], [1.2149, 0.8887, -1.8055], [1.8609, 1.7145, -0.9812], [0.0897, 0.1326, -1.1870], [0.9067, -0.7057, -0.1418], [-0.2155, -1.4982, 0.5369], [1.4710, 1.8834, -0.1172], [-0.6794, -0.4323, -1.7477], [-0.5250, 0.7687, -0.5124], [1.6604, -1.4129, -0.5226], [1.4740, -0.0061, 0.5289], [-0.9848, -0.8968, 0.9584], [0.2030, -1.9413, 1.4703], [-0.5898, -2.3224, -0.0800], [-2.7490, 1.6658, -1.1036], [-3.3867, 0.1575, -1.0189], [-2.7753, 0.8058, -0.6563], [-0.0269, -0.5253, 2.8801], [0.7239, 0.9216, 3.1998], [0.7932, -0.0351, 3.2619]]}

no.,M (g/mol),energy (eV)
1,1078.25,-141158.7063
2,124.14,-12521.9450